# 1
{"formula": "C3H8FN", "method": "the ωB97M-V functional and the def2-TZVPD basis", "e_above_lowest_kcal_mol": 58.5, "smiles": "[H]/N=C(/C)F.C", "multiplicity": 1, "homo_ev": -11.100, "total_energy_ev": -7445.6465, "homo_lumo_gap_ev": 11.76, "symbols": ["H", "N", "C", "C", "F", "H", "H", "H", "C", "H", "H", "H", "H"], "positions_angstrom": [[-0.67920, -1.32835, 1.67902], [-0.74505, -0.38616, 1.26365], [-1.39790, -0.33628, 0.19131], [-1.08104, 0.84246, -0.67974], [-1.58646, -1.51687, -0.53106], [-0.57437, 1.34677, 0.11736], [-0.49268, 0.76783, -1.68282], [-2.03573, 1.37660, -0.94937], [1.70440, -0.12843, 0.17963], [2.46640, -0.68524, 0.63430], [2.16619, 0.73686, -0.37733], [1.22029, -0.70572, -0.59940], [1.03515, 0.01653, 0.75446]]}

# 2
{"formula": "AsF6H30O15", "method": "the ωB97M-V functional and the def2-TZVPD basis", "e_above_lowest_kcal_mol": 0.0, "s2": 0.75, "multiplicity": 2, "homo_ev": [-10.405, -10.395], "total_energy_ev": -108342.8655, "homo_lumo_gap_ev": [8.93, 2.11], "symbols": ["As", "F", "F", "F", "F", "F", "F", "O", "H", "H", "O", "H", "H", "O", "H", "H", "O", "H", "H", "O", "H", "H", "O", "H", "H", "O", "H", "H", "O", "H", "H", "O", "H", "H", "O", "H", "H", "O", "H", "H", "O", "H", "H", "O", "H", "H", "O", "H", "H", "O", "H", "H"], "positions_angstrom": [[0.17050, 0.10160, 0.50241], [-0.66797, 1.60631, -0.07276], [-0.95627, 0.28159, 1.92342], [0.93577, -1.34024, 1.23408], [1.28925, -0.01981, -0.88419], [1.40034, 1.16411, 1.26346], [-1.07788, -0.94143, -0.26112], [1.15766, 3.12913, 3.28194], [1.15567, 2.35268, 2.72215], [0.24641, 3.42203, 3.28927], [1.31692, -2.65067, 3.39497], [1.07500, -1.89385, 3.92877], [1.40639, -2.30046, 2.50864], [2.24203, -0.97566, -3.56311], [2.07216, -1.83042, -3.95904], [2.14457, -1.12330, -2.62240], [0.56718, 3.51992, -1.60382], [0.15220, 2.87535, -1.03062], [1.02161, 2.99662, -2.26403], [-3.42194, 0.34460, 0.24520], [-2.80910, -0.29389, 0.60989], [-3.30060, 0.27977, -0.70206], [-1.49899, 3.46496, 2.24279], [-2.31836, 3.11205, 2.58963], [-1.54444, 3.29645, 1.30164], [0.61894, -0.25987, 4.20733], [0.86997, 0.37878, 4.87466], [-0.05164, 0.18531, 3.68929], [4.18108, 0.87435, 1.11570], [3.36773, 1.35294, 1.27577], [4.47242, 1.17714, 0.25566], [-2.52877, 0.26639, 4.32406], [-3.31518, 0.79709, 4.19707], [-2.13108, 0.21486, 3.45491], [2.32336, 1.73646, -3.16174], [2.28992, 0.85454, -3.53231], [2.92687, 1.66338, -2.42236], [-2.85786, -3.87891, -0.57140], [-3.55997, -3.30035, -0.86897], [-2.05653, -3.47458, -0.90401], [-0.00421, -2.80903, -3.22463], [-0.44504, -2.05676, -2.82969], [0.65134, -3.06985, -2.57775], [1.78460, -2.86157, -1.06399], [1.54835, -2.41739, -0.24967], [2.02596, -3.74729, -0.79293], [-0.54551, -0.10837, -3.46139], [-0.87796, 0.43876, -4.17298], [0.38080, 0.12307, -3.39339], [-3.44963, -0.11116, -2.41487], [-2.51080, -0.17711, -2.58945], [-3.86541, -0.36824, -3.23783]]}

# 3
{"formula": "C39H75ClN11", "method": "the ωB97M-V functional and the def2-TZVPD basis", "total_charge": 5, "multiplicity": 1, "homo_ev": -19.655, "total_energy_ev": -70523.9320, "homo_lumo_gap_ev": 8.94, "symbols": ["C", "C", "C", "C", "N", "C", "C", "C", "C", "C", "H", "H", "H", "H", "H", "H", "H", "H", "H", "H", "H", "H", "H", "H", "H", "H", "H", "H", "H", "H", "C", "C", "N", "C", "C", "N", "C", "C", "H", "H", "H", "H", "H", "H", "H", "H", "H", "H", "H", "C", "C", "N", "C", "C", "N", "C", "C", "H", "H", "H", "H", "H", "H", "H", "H", "H", "H", "H", "C", "C", "N", "C", "C", "N", "C", "C", "H", "H", "H", "H", "H", "H", "H", "H", "H", "H", "H", "C", "C", "N", "C", "C", "N", "C", "C", "H", "H", "H", "H", "H", "H", "H", "H", "H", "H", "H", "C", "C", "N", "C", "C", "N", "C", "C", "H", "H", "H", "H", "H", "H", "H", "H", "H", "H", "H", "Cl"], "positions_angstrom": [[-20.00499, -2.64219, -8.63012], [-18.75073, -2.01586, -9.38094], [-18.46135, -2.47794, -10.86999], [-17.39009, -1.60684, -11.53853], [-17.02627, -2.05421, -13.03221], [-16.07926, -0.94613, -13.54148], [-14.68068, -1.50393, -13.11730], [-14.74217, -3.04433, -13.00375], [-16.22854, -3.36302, -13.23668], [-18.31765, -2.16173, -13.87848], [-19.95526, -3.64498, -8.20582], [-20.92272, -2.60426, -9.21700], [-20.27214, -2.00122, -7.78996], [-17.82537, -2.03947, -8.80540], [-19.01896, -0.96017, -9.33984], [-19.35768, -2.63944, -11.46883], [-18.03258, -3.47330, -10.75380], [-16.46747, -1.62089, -10.95831], [-17.84878, -0.62011, -11.60225], [-16.19756, -0.78704, -14.61329], [-16.24846, 0.00746, -13.04132], [-13.97854, -1.32023, -13.93053], [-14.27096, -1.16759, -12.16487], [-14.06942, -3.54740, -13.69832], [-14.48038, -3.35922, -11.99359], [-16.43308, -3.63423, -14.27240], [-16.70125, -4.14914, -12.64791], [-18.87155, -3.06151, -13.61077], [-18.00638, -2.18260, -14.92288], [-18.91256, -1.25552, -13.76464], [-18.27148, -6.47906, -12.97957], [-17.66836, -7.14488, -11.64618], [-17.27669, -6.28057, -10.52880], [-16.07162, -5.57527, -10.41938], [-16.00734, -4.98350, -9.09054], [-17.23217, -5.42497, -8.48013], [-17.98283, -6.15604, -9.34589], [-17.55911, -5.06173, -7.10280], [-19.03997, -5.75874, -12.69909], [-18.68487, -7.05500, -13.80752], [-17.45729, -5.85747, -13.35214], [-16.71088, -7.61854, -11.86295], [-18.37173, -7.88689, -11.26831], [-15.43335, -5.71895, -11.27866], [-15.23501, -4.41802, -8.59039], [-18.97530, -6.55425, -9.19483], [-18.60144, -4.79064, -6.93491], [-16.90925, -4.21611, -6.87760], [-17.32684, -5.92644, -6.48118], [-18.04148, -11.87922, -8.49986], [-18.12810, -10.93478, -9.74851], [-16.89909, -10.25706, -9.87549], [-16.44835, -9.25150, -8.98210], [-15.15016, -8.92838, -9.34622], [-14.77021, -9.66832, -10.46749], [-15.84363, -10.47088, -10.78012], [-13.51948, -9.69629, -11.23320], [-17.49141, -11.47957, -7.64792], [-17.63682, -12.88666, -8.59701], [-19.03950, -12.03583, -8.09053], [-18.91700, -10.18713, -9.66630], [-18.40936, -11.40735, -10.68962], [-17.01884, -9.00702, -8.09827], [-14.45777, -8.34294, -8.75949], [-15.86554, -11.04818, -11.69261], [-13.22323, -10.69643, -11.54954], [-12.75528, -9.31299, -10.55704], [-13.70683, -9.05912, -12.09750], [-19.97404, -11.39682, -15.95292], [-19.28278, -10.74792, -14.78082], [-18.10962, -9.98890, -15.10694], [-17.86789, -8.88229, -15.93450], [-16.52009, -8.53465, -15.90060], [-15.88874, -9.59268, -15.21066], [-16.85019, -10.44450, -14.73586], [-14.43685, -9.74123, -15.05604], [-20.57453, -10.62026, -16.42669], [-20.63126, -12.21941, -15.67097], [-19.35193, -11.85616, -16.72110], [-19.12830, -11.51871, -14.02575], [-19.91719, -9.98858, -14.32364], [-18.63296, -8.31381, -16.44232], [-15.97304, -7.71525, -16.34300], [-16.66925, -11.33531, -14.15266], [-14.03845, -10.34288, -15.87298], [-14.19849, -10.26918, -14.13270], [-13.89275, -8.79744, -15.02008], [-13.03153, -0.78993, -18.76610], [-13.53927, -0.89379, -17.31508], [-13.72484, -2.35273, -16.92096], [-14.89660, -2.97317, -16.68266], [-14.68272, -4.33968, -16.47575], [-13.30846, -4.52906, -16.61240], [-12.74962, -3.34484, -16.85978], [-12.60957, -5.75380, -16.47171], [-12.49552, 0.13815, -18.96475], [-13.82401, -0.90928, -19.50491], [-12.34935, -1.63566, -18.85246], [-14.39506, -0.22196, -17.24900], [-12.79905, -0.55117, -16.59203], [-15.81387, -2.41188, -16.78260], [-15.27464, -5.22389, -16.29083], [-11.70082, -3.12154, -16.98840], [-11.82641, -5.57442, -15.73510], [-12.09242, -6.02140, -17.39314], [-13.23704, -6.53363, -16.04015], [-9.07290, -9.32913, -19.20336], [-9.59423, -7.96427, -18.77740], [-9.49127, -7.89407, -17.32938], [-8.37634, -7.47340, -16.61496], [-8.71549, -7.53911, -15.27767], [-9.92265, -8.11981, -15.19168], [-10.43393, -8.35659, -16.46279], [-10.58911, -8.53895, -13.99255], [-9.92596, -9.99470, -19.07155], [-8.18364, -9.68783, -18.68505], [-8.78006, -9.42278, -20.24910], [-10.60927, -7.83776, -19.15398], [-8.96650, -7.19768, -19.23170], [-7.56737, -6.94049, -17.09244], [-8.18848, -7.24835, -14.38095], [-11.38547, -8.80530, -16.70700], [-10.81224, -9.60098, -14.09447], [-11.48404, -7.92430, -13.89552], [-10.02352, -8.41262, -13.06938], [-13.86563, -6.47402, -13.27184]]}

# 4
{"formula": "H20HfO10", "method": "the ωB97M-V functional and the def2-TZVPD basis", "total_charge": 4, "e_above_lowest_kcal_mol": 4.5, "multiplicity": 1, "homo_ev": -26.236, "total_energy_ev": -22065.7559, "homo_lumo_gap_ev": 10.92, "symbols": ["Hf", "O", "H", "H", "O", "H", "H", "O", "H", "H", "O", "H", "H", "O", "H", "H", "O", "H", "H", "O", "H", "H", "O", "H", "H", "O", "H", "H", "O", "H", "H"], "positions_angstrom": [[-0.05162, -0.11599, 0.01912], [-2.25282, 0.32091, -0.64984], [-2.85497, 0.87401, -0.10761], [-2.78814, 0.02001, -1.41400], [-0.62822, -1.96874, -1.48312], [0.04681, -2.57905, -1.84328], [-1.48140, -2.43115, -1.60948], [1.04046, -1.76775, 1.37982], [1.54376, -2.59686, 1.22964], [0.89013, -1.73059, 2.34655], [-0.23478, 0.67943, -2.26430], [-0.57028, 1.52579, -2.62006], [0.00295, 0.15356, -3.05444], [-1.19159, 0.45535, 2.03431], [-1.14370, 1.23776, 2.61989], [-1.83622, -0.14708, 2.45606], [1.88322, -0.96449, -1.02573], [2.78442, -1.21781, -0.72782], [1.94672, -0.90157, -2.00000], [-1.59525, -1.84193, 1.01031], [-2.57167, -1.91436, 0.98751], [-1.28551, -2.67731, 1.41181], [-0.48143, 2.26997, 0.15718], [-0.49641, 2.87578, 0.92587], [-0.42419, 2.85675, -0.61790], [1.37397, 0.86661, 1.69621], [1.83713, 0.72115, 2.54828], [1.67685, 1.74389, 1.38115], [2.04309, 1.82158, -0.75051], [1.80344, 2.65045, -1.19322], [3.01522, 1.78169, -0.84240]]}

# 5
{"formula": "C9H14ClNO2", "method": "the ωB97M-V functional and the def2-TZVPD basis", "e_above_lowest_kcal_mol": 0.0, "smiles": "CC1=C(Cl)C(=O)O[C@]1(C)CN(C)C", "multiplicity": 1, "homo_ev": -8.733, "total_energy_ev": -27666.9063, "homo_lumo_gap_ev": 9.19, "symbols": ["C", "C", "C", "Cl", "C", "O", "O", "C", "C", "C", "N", "C", "C", "H", "H", "H", "H", "H", "H", "H", "H", "H", "H", "H", "H", "H", "H"], "positions_angstrom": [[-1.96993, -1.03753, -1.86504], [-0.59236, -0.34879, -1.81630], [0.36615, -0.35322, -2.78373], [0.08729, -1.14279, -4.33517], [1.45995, 0.46049, -2.32833], [2.37062, 0.79818, -3.05778], [1.25078, 0.84863, -1.02289], [-0.10463, 0.42943, -0.60893], [-0.99357, 1.68270, -0.32118], [-0.02901, -0.51822, 0.62544], [0.44746, 0.09100, 1.91392], [1.83747, 0.57227, 1.87649], [0.13366, -0.78209, 3.09075], [-1.86615, -1.99799, -2.42567], [-2.35103, -1.23428, -0.87388], [-2.71050, -0.39558, -2.35551], [-0.84290, 2.10227, 0.65512], [-2.04938, 1.44206, -0.41911], [-0.78448, 2.48107, -1.04982], [0.64136, -1.34131, 0.37521], [-1.03926, -0.91750, 0.81589], [2.23855, 0.81296, 2.88609], [1.89567, 1.52381, 1.33776], [2.45880, -0.17589, 1.43023], [0.29765, -0.19166, 3.99079], [0.77934, -1.66962, 3.13960], [-0.93156, -1.13841, 3.12601]]}

# 6
{"formula": "C3H5ClNP", "method": "the ωB97M-V functional and the def2-TZVPD basis", "e_above_lowest_kcal_mol": 31.6, "smiles": "C[C@@H](C#N)PCl", "multiplicity": 1, "homo_ev": -9.466, "total_energy_ev": -26492.0021, "homo_lumo_gap_ev": 9.46, "symbols": ["C", "C", "C", "N", "P", "Cl", "H", "H", "H", "H", "H"], "positions_angstrom": [[0.01417, -0.32168, -1.39683], [0.38498, -0.32248, 0.05242], [1.19498, 0.75933, 0.29924], [1.79292, 1.72542, 0.17969], [-1.51697, 0.25384, 1.10078], [-1.37524, -1.20369, 2.45804], [-0.26957, 0.71374, -1.49017], [0.86717, -0.57534, -2.08052], [-0.76660, -0.97957, -1.59630], [0.59129, -1.36869, 0.56941], [-0.91713, 1.31913, 1.90423]]}